(1)
The ion C23H39N2O7 with charge -1 at a distorted geometry, computed with ωB97M-V/def2-TZVPD.

Geometry as XYZ:
```
71
Properties=species:S:1:pos:R:3:forces:R:3
C -3.4524 -0.3067 1.7409 -0.098 0.157 -0.046
C -2.5568 -0.8010 2.8522 0.617 1.447 0.486
C -2.8376 -2.1732 3.3514 -0.177 -0.742 0.189
O -2.7115 0.2158 3.9457 0.371 -0.200 -0.692
C -1.6620 0.2518 4.7806 -0.009 -3.494 0.934
N -1.3690 1.5000 5.3488 1.386 1.052 2.494
N -0.0306 1.8349 5.2780 2.960 -0.682 -2.688
C 0.4958 1.7258 3.9885 -1.296 0.517 3.390
O -0.0763 1.5566 2.9168 -0.406 -0.567 -0.418
O 1.8500 1.8175 4.1048 0.692 -0.091 -1.003
C 2.5966 1.4528 2.9090 -0.776 -0.511 1.021
C 4.0097 1.2452 3.3638 0.462 -0.062 0.239
C 2.4339 2.4799 1.8503 -0.061 0.744 -0.542
O -1.0491 -0.8081 4.9829 -1.634 2.469 -2.328
H -3.4352 -1.0498 0.9358 -0.061 0.203 -0.002
H -4.4885 -0.1727 2.0826 0.234 -0.134 -0.032
H -3.0855 0.6601 1.3676 -0.110 -0.314 0.055
H -1.5017 -0.6895 2.5521 -0.363 -0.168 0.036
H -2.7585 -2.8958 2.5269 -0.011 0.143 0.137
H -2.1124 -2.4183 4.1343 -0.397 -0.124 -0.298
H -3.8531 -2.2174 3.7510 -0.011 -0.094 0.056
H 2.1718 0.5022 2.5392 0.190 0.226 0.140
H 4.6283 0.9893 2.5051 0.121 -0.028 -0.084
H 4.4316 2.1451 3.8357 -0.216 -0.192 -0.105
H 4.0577 0.4183 4.0751 0.039 0.124 0.050
H 3.1322 2.2804 1.0382 0.041 0.016 -0.177
H 1.4077 2.4102 1.4899 0.170 0.339 -0.105
H 2.6427 3.4867 2.2456 -0.109 -0.260 -0.103
C -3.5246 4.1142 3.9830 -0.267 0.599 0.212
C -3.3194 2.7694 4.5955 -1.147 0.358 -1.801
O -3.8147 2.6411 5.9500 -0.075 -0.619 0.799
C -3.1544 1.6740 6.6771 -0.379 -0.962 -0.199
C -1.7092 2.0619 6.9561 -0.130 -2.503 -1.096
C -0.7622 1.1169 7.7351 0.728 -0.179 1.003
O 0.1267 1.5837 8.4338 -1.411 0.040 -0.558
C -0.8771 -0.3815 7.6770 -0.659 0.139 0.399
C 0.2912 -1.0505 6.9720 0.263 0.336 -0.232
C 1.6638 -0.8641 7.5764 0.188 -0.607 0.223
C 2.4522 0.3372 7.0393 0.016 0.066 -0.067
C 3.0105 1.2599 8.1172 -0.005 0.472 0.378
C 3.2755 2.6975 7.6035 -0.068 -0.281 0.074
C 2.0620 3.3591 6.9467 -0.299 -0.395 -0.497
C 1.0690 4.1227 7.8137 -0.135 0.704 0.138
C -0.3136 4.3449 7.0958 0.775 0.428 0.060
C -1.5419 3.4957 7.4609 0.189 0.676 -1.025
O -3.6018 0.5570 6.8558 -0.194 1.628 0.165
H -3.6027 3.9482 2.9084 -0.040 0.220 -0.064
H -4.4318 4.6042 4.3404 -0.107 0.101 -0.130
H -2.6685 4.7741 4.1549 -0.150 0.073 0.091
H -3.7818 1.9890 3.9513 -0.097 0.699 0.824
H -2.2619 2.5228 4.6241 -0.844 0.694 -0.633
H -0.8954 -0.7199 8.7201 -0.032 0.160 0.075
H -1.8432 -0.6316 7.2455 0.294 -0.327 -0.036
H 0.0219 -2.1070 6.8861 0.133 -0.070 0.052
H 0.2476 -0.6563 5.9523 1.118 -0.418 1.070
H 1.5661 -0.8361 8.6718 0.354 -0.032 -0.095
H 2.2017 -1.7760 7.2857 0.157 0.038 0.429
H 3.2873 -0.0240 6.4217 -0.049 0.037 0.078
H 1.8174 0.8958 6.3481 0.051 -0.184 0.228
H 2.3149 1.3235 8.9707 0.154 -0.096 -0.403
H 3.9338 0.8181 8.5228 -0.018 0.202 -0.044
H 3.6354 3.3212 8.4317 0.139 -0.034 -0.037
H 4.0694 2.6613 6.8446 0.021 -0.029 0.168
H 2.4250 4.0268 6.1527 -0.101 0.081 0.132
H 1.4694 2.6109 6.4072 0.402 0.296 0.222
H 0.9393 3.6768 8.8126 -0.031 0.035 -0.461
H 1.4911 5.1334 7.9902 -0.185 -0.271 0.035
H -0.5906 5.3832 7.3623 -0.132 -0.366 -0.310
H -0.1666 4.2926 5.9990 -0.002 0.131 0.535
H -2.4085 4.0466 7.0879 0.061 -0.002 0.064
H -1.6226 3.5052 8.5627 -0.033 -0.612 -0.372
```
Forces are in eV/Å.

Calculated values
relative energy (zero: lowest compared OMol25 entry of this formula, charge and spin): 3.4503 eV
Kohn-Sham gap: 6.64 eV
electronic energy: -41793.3664 eV
structure (SMILES): CCOC(=O)[C@@]1(N(/N=C(\[O-])OC(C)C)C(=O)OC(C)C)CCCCCCCCCCC1=O
net charge: -1
M: 455.57 g/mol

Löwdin atomic charge list, values in e, 6 entries: number 1, C, carries -0.043; number 2, C, carries -0.374; number 3, C, carries -0.049; number 4, O, carries 0.001; number 5, C, carries -0.461; number 6, N, carries -0.050



(2)
A structure of composition C23H40AlN5OP, computed with ωB97M-V/def2-TZVPD.

Geometry as XYZ:
```
71
Properties=species:S:1:pos:R:3:forces:R:3
Al -0.3625 0.1113 1.1606 -0.007 0.060 -0.003
C -1.1753 3.0174 1.5416 0.004 -0.012 0.008
C -2.4726 2.2349 1.3861 0.000 0.014 0.004
N -2.2449 0.8376 0.8941 0.030 -0.018 0.001
C -3.1487 -0.1696 1.5148 0.010 -0.014 0.008
C -2.5349 -1.5845 1.4062 -0.013 0.008 -0.001
N -1.3250 -1.5541 0.5409 0.022 0.026 -0.001
C -0.5437 -2.8302 0.5858 -0.004 -0.022 -0.007
C 0.5520 -2.7684 1.6420 0.011 0.002 0.007
C 1.7630 -1.9515 1.1979 -0.004 -0.012 0.000
N 1.3393 -0.7006 0.5064 0.052 -0.028 -0.004
C 2.3522 0.3763 0.5129 -0.019 0.012 -0.019
C 1.7607 1.5780 -0.2268 0.000 0.006 0.020
N 0.2793 1.6462 -0.0004 0.017 -0.003 -0.014
C -0.2720 3.0148 0.3195 -0.015 0.003 -0.002
H -0.6276 2.6305 2.4034 0.001 0.004 -0.001
H -1.4338 4.0537 1.7661 -0.001 0.004 -0.005
H -3.1570 2.7366 0.6990 0.005 -0.001 -0.002
H -2.9635 2.1755 2.3551 -0.006 -0.002 -0.002
H -2.4540 0.8470 -0.1070 -0.022 0.000 0.004
H -4.1327 -0.1249 1.0488 0.005 -0.006 -0.012
H -3.2547 0.0907 2.5648 -0.002 0.002 0.001
H -3.2545 -2.3026 1.0129 -0.005 0.007 -0.003
H -2.2147 -1.9239 2.3897 0.001 0.005 0.002
H -1.6419 -1.4134 -0.4180 -0.023 -0.033 -0.010
H -0.1158 -2.9903 -0.4071 -0.003 -0.002 0.003
H -1.2282 -3.6566 0.7794 -0.001 0.001 0.000
H 0.8832 -3.7796 1.8781 -0.008 -0.003 0.000
H 0.1329 -2.3462 2.5595 0.007 0.006 0.005
H 2.3930 -2.5300 0.5188 0.004 0.014 -0.004
H 2.3681 -1.6691 2.0569 -0.018 0.011 0.010
H 1.1605 -0.9346 -0.4792 -0.029 0.010 0.004
H 3.2807 0.0546 0.0393 0.006 0.002 0.005
H 2.5590 0.6157 1.5545 -0.001 -0.007 0.004
H 1.9507 1.5048 -1.2977 0.000 -0.013 0.002
H 2.2246 2.4959 0.1264 -0.002 0.005 -0.006
H -0.1465 1.3837 -0.8907 -0.005 -0.001 0.001
H -0.8047 3.3817 -0.5603 0.005 0.001 -0.001
H 0.5691 3.6848 0.4861 0.007 -0.004 0.008
C 0.6465 0.0958 -4.3062 -0.005 -0.002 0.002
P -0.0458 -0.8122 -2.8774 -0.011 0.002 0.004
C -0.4908 -2.4101 -3.6460 -0.011 0.000 0.006
C -1.6801 -0.0050 -2.6542 0.015 0.023 -0.011
C -2.8314 -0.7430 -2.3642 -0.002 -0.005 0.008
C -4.0363 -0.1079 -2.0791 0.003 -0.004 0.000
C -4.1156 1.2788 -2.0837 -0.002 0.001 -0.004
C -2.9849 2.0270 -2.3921 -0.001 0.000 0.000
C -1.7804 1.3914 -2.6692 -0.005 -0.004 -0.001
H -0.0616 0.1313 -5.1343 0.005 0.003 -0.004
H 1.5501 -0.4208 -4.6312 0.001 0.000 0.001
H 0.9329 1.1113 -4.0346 -0.001 0.000 -0.001
H -1.1641 -2.2739 -4.4928 0.002 -0.004 -0.002
H -0.9501 -3.0891 -2.9275 0.002 -0.003 -0.003
H 0.4270 -2.8833 -3.9964 0.003 0.003 0.001
H -2.8099 -1.8269 -2.4017 0.000 -0.001 0.000
H -4.9215 -0.7005 -1.8857 -0.001 0.002 0.001
H -5.0585 1.7719 -1.8875 -0.001 -0.001 0.002
H -3.0491 3.1066 -2.4462 0.001 0.000 -0.001
H -0.9237 1.9965 -2.9513 0.001 -0.001 0.001
O -0.4391 0.2290 2.8774 0.007 -0.031 -0.001
N 1.5722 0.2259 3.7830 -0.016 -0.006 -0.009
C 2.0022 1.4482 4.0891 0.006 -0.006 0.005
C 2.6244 1.7416 5.2890 0.000 0.007 -0.013
C 2.7884 0.7225 6.2154 0.002 -0.002 0.005
C 2.3219 -0.5455 5.9060 -0.002 -0.008 -0.006
C 1.7100 -0.7467 4.6806 0.010 0.013 0.005
H 1.8385 2.2222 3.3464 -0.002 0.002 0.001
H 2.9643 2.7475 5.4911 0.002 -0.003 0.007
H 3.2645 0.9162 7.1670 0.001 -0.001 0.000
H 2.4191 -1.3668 6.6017 0.003 0.004 0.003
H 1.3113 -1.7177 4.4132 -0.004 -0.002 0.002
```
Forces are in eV/Å.

Calculated values
relative energy (zero: lowest compared OMol25 entry of this formula, charge and spin): 0.0000 eV
Kohn-Sham gap (spin up / spin down): 9.48 / 8.12 eV
electronic energy: -49873.4848 eV
net charge: +2
multiplicity: 2
M: 460.56 g/mol

Löwdin atomic charge list, values in e, 6 entries: number 1, Al, carries 0.024; number 2, C, carries -0.154; number 3, C, carries -0.127; number 4, N, carries -0.039; number 5, C, carries -0.111; number 6, C, carries -0.114



(3)
A structure of composition C23H40CaF4N2O26S4 at a distorted geometry, computed with ωB97M-V/def2-TZVPD.

Geometry as XYZ:
```
100
Properties=species:S:1:pos:R:3:forces:R:3
Ca 30.2044 3.7680 0.3778 0.169 0.622 0.809
N 28.9567 4.6290 -1.1448 -4.073 -0.150 -2.034
S 28.9797 5.6237 -2.3513 3.571 6.785 -5.210
O 28.4325 6.9561 -2.0968 -0.393 -3.062 -0.361
O 28.9455 5.1238 -3.7388 -0.732 -0.135 3.051
F 30.5039 6.0180 -2.2420 1.156 -0.656 0.506
S 27.2278 4.4246 -1.3409 -5.027 -0.772 4.346
O 26.7881 3.5044 -2.3553 1.281 1.256 0.115
O 26.3166 5.4800 -0.8497 3.145 -2.096 -2.083
F 27.2276 3.4787 -0.0565 0.585 -0.743 0.503
N 27.7513 7.2403 3.2310 0.499 -6.250 -0.312
S 27.7231 5.6107 2.7133 -1.915 -3.617 4.888
O 28.8786 5.0191 2.0385 0.942 -0.104 -0.498
O 26.4470 5.0181 2.3148 2.315 1.337 0.410
F 27.9435 5.0167 4.2220 0.036 0.375 -1.282
S 27.4363 7.6245 1.7755 -0.885 9.639 -4.110
O 26.0795 7.6505 1.3034 0.970 -1.119 0.369
O 28.5117 7.5154 0.8001 -0.894 -1.099 0.881
F 27.6073 9.1771 2.2643 -0.092 -0.107 -0.894
C 25.0833 1.3768 1.2881 -0.463 1.069 0.243
C 25.0454 -0.1045 1.2851 0.976 -0.469 -0.491
C 25.3625 -0.8989 2.5259 0.950 -0.134 -0.206
O 24.3444 -1.8875 2.5617 0.743 -0.999 3.070
C 23.5158 -1.7820 1.5852 -3.967 -1.605 -3.063
O 22.5718 -2.5363 1.2622 3.373 2.501 1.579
O 23.8441 -0.6894 0.8781 -1.278 0.622 -1.641
H 24.8699 1.7390 0.2824 0.157 0.003 -0.061
H 26.1052 1.6542 1.5467 0.019 0.232 -0.031
H 24.4098 1.9278 1.9446 -0.097 -0.343 0.273
H 25.8492 -0.3197 0.5811 -0.236 -0.583 -0.607
H 25.4690 -0.2354 3.3841 -0.496 -0.593 0.481
H 26.2639 -1.4857 2.3493 0.271 0.339 0.464
C 28.4356 10.1222 -2.1106 1.161 0.045 -0.021
C 29.6469 10.2108 -1.1462 0.229 1.473 -0.412
C 30.8591 11.0283 -1.6993 0.196 -1.335 -0.942
O 31.3062 11.8557 -0.6324 1.493 0.104 -0.874
C 30.3727 11.9613 0.2539 -2.811 1.567 2.965
O 30.3135 12.7671 1.1928 0.445 -2.419 -2.557
O 29.3608 11.0824 -0.0487 -0.583 0.521 1.417
H 27.5295 9.7027 -1.6735 0.234 0.094 0.210
H 28.7332 9.4955 -2.9513 -0.012 -0.267 0.057
H 28.2479 11.0923 -2.5708 -0.163 0.181 0.354
H 29.9235 9.2369 -0.7423 -0.018 -0.053 -0.082
H 30.5609 11.6550 -2.5399 -0.002 0.040 0.039
H 31.7049 10.4108 -2.0015 -0.190 0.110 -0.045
C 29.4059 7.8144 -7.7065 0.915 -0.781 0.577
C 29.7101 7.4355 -6.2301 -0.656 -2.516 -2.986
C 31.1340 6.7680 -6.0605 -3.154 -1.291 -0.751
O 31.6028 7.5191 -4.9967 3.621 -2.312 0.272
C 31.0094 8.6372 -4.8656 -2.039 3.138 0.187
O 31.3912 9.5673 -4.2125 -0.459 -0.577 -0.394
O 29.8461 8.5999 -5.6018 1.056 3.764 2.945
H 28.5498 8.4612 -7.8985 -0.126 -0.297 0.452
H 29.3609 6.9034 -8.3033 -0.114 0.105 -0.236
H 30.2998 8.3815 -7.9662 -0.035 0.047 -0.526
H 28.9220 6.8409 -5.7679 -0.016 -0.153 0.018
H 31.6313 6.7616 -7.0305 0.874 0.687 0.372
H 31.0374 5.7302 -5.7415 0.051 0.012 0.067
C 31.8346 2.3159 -7.6476 -0.901 0.104 -0.410
O 31.7099 2.6358 -6.2478 0.628 -0.225 0.374
C 30.8819 1.8381 -5.5378 -0.740 0.129 -0.214
O 30.4054 0.7855 -5.9197 0.615 1.443 0.948
O 30.6369 2.5079 -4.3647 0.629 -0.551 -0.765
C 29.5839 2.0283 -3.4956 0.036 0.517 -1.422
H 32.2460 1.3296 -7.8627 -0.514 -0.166 0.392
H 32.4545 2.9980 -8.2295 0.281 0.506 0.978
H 30.8212 2.4998 -8.0042 0.064 -0.764 -0.607
H 29.6198 0.9392 -3.5219 -0.219 0.095 0.658
H 28.6464 2.4225 -3.8877 -0.138 -0.405 -0.106
H 29.7099 2.5938 -2.5724 0.345 -0.698 0.175
C 34.2301 -0.0732 -0.6914 -2.243 0.449 -0.224
C 32.9652 0.8085 -1.0118 0.667 0.239 0.289
O 33.3556 1.7735 -2.0166 0.008 1.035 -0.973
C 32.8682 3.0097 -2.0848 1.546 1.144 -0.989
O 31.9589 3.4358 -1.3842 -0.769 0.037 0.850
O 33.5822 3.7949 -2.9651 -0.938 -2.276 1.956
C 33.2710 5.1919 -3.1563 -0.324 0.229 -0.918
H 34.6988 -0.3776 -1.6271 0.136 0.261 0.141
H 33.7523 -0.9633 -0.2820 0.522 -0.212 0.360
H 34.9066 0.3914 0.0260 -0.032 -0.063 -0.278
H 32.5357 1.3602 -0.1756 0.590 0.100 0.483
H 32.1036 0.2172 -1.3217 0.320 -0.173 -0.777
H 32.5444 5.2592 -3.9660 -0.374 -0.054 0.406
H 34.1564 5.6578 -3.5889 0.249 -0.302 0.432
H 32.9461 5.7435 -2.2741 0.022 -0.446 0.022
C 22.9733 3.8637 -1.9647 0.443 -1.710 -0.181
C 23.5391 2.8533 -2.9903 0.691 1.501 0.955
O 22.5566 2.1970 -3.7367 0.391 -1.631 1.851
C 21.9482 2.8294 -4.6543 1.002 3.572 -4.008
O 22.2058 3.9896 -5.0846 -1.277 -3.080 1.767
O 21.1725 1.9468 -5.2865 0.355 -0.202 1.377
C 20.0916 2.4779 -5.9653 -1.051 -0.874 -1.597
H 22.2028 4.4485 -2.4673 0.548 0.611 0.255
H 23.8924 4.3180 -1.5948 -0.451 1.004 -0.071
H 22.5358 3.3765 -1.0932 -0.208 -0.211 -0.106
H 24.1540 2.0861 -2.5198 -0.198 -0.062 -0.041
H 24.1748 3.4537 -3.6412 0.011 -0.259 -0.316
H 20.4509 2.9974 -6.8536 -0.386 0.782 0.347
H 19.3704 2.9522 -5.2997 0.318 0.612 -0.220
H 19.5824 1.5984 -6.3594 -0.158 -0.042 -0.005
```
Forces are in eV/Å.

Calculated values
Kohn-Sham gap: 6.79 eV
electronic energy: -153358.9324 eV
net charge: 0
M: 1004.90 g/mol

Löwdin atomic charge list, values in e, 6 entries: number 1, Ca, carries 1.616; number 2, N, carries -0.474; number 3, S, carries 0.461; number 4, O, carries -0.233; number 5, O, carries -0.253; number 6, F, carries -0.182